The following is a quantum chemistry calculation of C39H32F10IrN3O6PS as an isolated structure, from OMol25.

The geometry in XYZ format:
```
93
Properties=species:S:1:pos:R:3:mulliken_spin:R:1
Ir 0.6412 -0.0948 0.6134 0.015
C -0.5839 -1.9243 2.8119 0.000
N 0.4621 -0.9250 2.5471 -0.002
C 0.3626 0.2364 3.4504 -0.003
C -0.7422 1.1296 3.0157 0.001
N -0.5604 1.4599 1.6016 0.003
C -1.2603 2.5948 1.2263 0.004
C -1.1572 3.1546 -0.0520 0.008
F -0.4692 2.4799 -0.9768 0.001
C -1.7794 4.3035 -0.4915 -0.006
F -1.6237 4.6839 -1.7621 0.000
C -2.5937 5.0222 0.3540 0.002
F -3.1985 6.1464 -0.0430 0.000
C -2.7909 4.5041 1.6143 -0.010
F -3.6249 5.1232 2.4571 0.000
C -2.1757 3.3339 2.0257 -0.005
F -2.5874 2.9283 3.2517 0.000
C 1.8220 -1.4760 2.7249 0.023
C 2.1212 -2.4991 1.6885 -0.008
N 1.7085 -1.9813 0.3868 0.002
C 2.1215 -2.8045 -0.6529 -0.004
C 1.9550 -2.4683 -1.9972 -0.003
F 1.3397 -1.3257 -2.2860 0.002
C 2.2858 -3.2567 -3.0803 0.006
F 2.0215 -2.8189 -4.3120 0.000
C 2.8630 -4.4924 -2.8905 -0.002
F 3.2089 -5.2685 -3.9205 0.000
C 3.0538 -4.8976 -1.5885 0.006
F 3.5813 -6.1007 -1.3434 0.000
C 2.6930 -4.0962 -0.5174 -0.005
F 2.9059 -4.6868 0.6824 0.000
H -0.4278 -2.3670 3.8007 0.000
H -0.5553 -2.7002 2.0536 0.000
H -1.5559 -1.4480 2.7876 0.000
H 1.2949 0.7868 3.3608 -0.002
H 0.2466 -0.0907 4.4901 0.000
H -0.6868 2.0108 3.6526 -0.005
H -1.7245 0.6708 3.1986 0.001
H 1.9329 -1.8829 3.7362 0.001
H 2.5134 -0.6379 2.6098 -0.013
H 1.6180 -3.4410 1.9310 -0.001
H 3.1967 -2.6937 1.7276 0.000
O 1.7650 2.9682 -2.1957 0.000
S 1.7597 1.5353 -2.1601 0.001
O 2.8475 0.8748 -2.8228 -0.001
O 1.6658 1.0539 -0.7193 0.017
C 0.2747 0.9728 -2.9913 0.002
C 0.2979 1.3722 -4.3267 -0.002
C -0.6749 0.9553 -5.2134 0.001
C -1.6830 0.1155 -4.7732 -0.001
C -1.7221 -0.2716 -3.4465 0.001
C -0.7642 0.1568 -2.5232 -0.001
P -1.0689 -0.4074 -0.7986 0.005
C -1.7778 -2.1003 -0.8801 0.002
C -1.0567 -3.2195 -0.4834 -0.003
C -1.6185 -4.4898 -0.5384 0.002
C -2.9214 -4.6538 -0.9742 0.000
C -3.6709 -3.5397 -1.3293 0.000
C -3.1130 -2.2747 -1.2707 -0.002
C -2.6004 0.4647 -0.3302 0.000
C -3.2033 1.4197 -1.1360 -0.002
C -4.3802 2.0410 -0.7223 0.001
C -4.9477 1.7141 0.4941 -0.001
C -4.3547 0.7448 1.3006 0.002
C -3.1941 0.1247 0.8859 -0.003
H 1.1080 2.0053 -4.6630 0.001
H -0.6343 1.2727 -6.2468 0.000
H -2.4406 -0.2428 -5.4574 0.000
H -2.5148 -0.9304 -3.1309 0.000
H -0.0604 -3.0890 -0.1009 -0.002
H -1.0313 -5.3469 -0.2340 0.000
H -3.3612 -5.6416 -1.0220 0.000
H -4.6995 -3.6537 -1.6455 0.000
H -3.7315 -1.4208 -1.5106 0.000
H -2.7561 1.6967 -2.0813 0.002
H -4.8413 2.7879 -1.3555 0.000
H -5.8517 2.2108 0.8218 0.000
H -4.8033 0.4794 2.2492 0.000
H -2.7418 -0.6392 1.4987 0.000
C 4.3218 2.0302 3.1727 -0.013
C 3.6888 2.3613 1.8737 0.791
C 4.0164 3.6079 1.1342 0.051
O 2.3962 1.8957 1.7511 0.110
C 4.7787 0.3681 -0.0757 -0.044
O 5.4644 1.1382 -0.5999 0.012
O 4.1186 -0.4378 0.4378 0.021
H 4.0548 2.7575 3.9560 0.037
H 5.4091 2.0378 3.0850 0.012
H 4.0118 1.0435 3.5218 0.006
H 3.6201 4.4938 1.6544 0.023
H 3.5931 3.6027 0.1264 0.010
H 5.0959 3.7286 1.0464 0.006
H 2.0793 2.1360 0.8630 -0.045
```

Its total charge is 0. Its spin multiplicity is 2. Its relative energy (zero: lowest compared OMol25 entry of this formula, charge and spin) is 8.4 kcal per mole. The total energy is -107852.0461 eV. As for the LUMO energy (spin up / spin down): -1.07 / -1.08 eV. Its expectation value of S² is 0.753. As for the HOMO energy (spin up / spin down): -0.253 / -0.269 Ha.

***

The following is a quantum chemistry calculation of C39H32FGeNO3STl as an isolated structure, from OMol25.

The geometry in XYZ format:
```
79
Properties=species:S:1:pos:R:3:lowdin_charge:R:1
Tl -0.2913 0.1761 -0.0400 0.879
C 0.2194 5.6432 5.5128 -0.040
C -0.5326 4.3937 5.9776 -0.304
C 0.0269 3.8879 7.3039 -0.150
C -0.8244 2.7205 7.7817 -0.135
C -0.7674 1.6352 6.7401 -0.143
C -0.8869 0.3095 7.0908 0.041
C -0.7920 -0.6766 6.1152 -0.254
F -0.9264 -1.9659 6.4983 0.052
C -0.5444 -0.3722 4.8078 0.074
C -0.4091 0.9690 4.4347 -0.043
C -0.0853 1.2815 3.0380 -0.366
O 0.2896 0.3610 2.2836 -0.206
C -0.1851 2.6656 2.6876 -0.022
C -0.3804 3.5794 3.6715 0.026
N -0.4665 3.3047 4.9916 0.024
C -0.5470 1.9833 5.3930 -0.075
C -0.0336 3.2461 1.2697 -0.625
O 0.2739 4.4405 1.2151 -0.001
O -0.2666 2.4823 0.2904 -0.161
H 0.5459 6.2113 6.3834 0.076
H -0.4056 6.2948 4.9045 0.082
H 1.0991 5.3718 4.9308 0.090
H -1.5890 4.6514 6.1266 0.153
H 0.0142 4.7028 8.0284 0.116
H 1.0607 3.5616 7.1579 0.136
H -1.8550 3.0619 7.9241 0.124
H -0.4709 2.3327 8.7380 0.116
H -1.0660 0.0310 8.1216 0.125
H -0.4690 -1.1398 4.0523 0.121
H -0.4318 4.6163 3.3731 0.131
C 1.9892 -0.1831 -0.6235 -0.344
Ge 3.1017 -0.5978 0.9336 0.863
C 4.9391 -0.7624 0.1377 -0.264
C 5.9645 0.0817 0.5592 -0.097
C 7.2617 -0.0663 0.0866 -0.097
C 7.5583 -1.0669 -0.8267 -0.113
C 6.5496 -1.9148 -1.2606 -0.105
C 5.2566 -1.7611 -0.7815 -0.119
C 2.9769 -2.2906 1.9945 -0.264
C 1.7459 -2.7112 2.4947 -0.108
C 1.6365 -3.8667 3.2548 -0.092
C 2.7627 -4.6389 3.5034 -0.110
C 3.9928 -4.2443 2.9964 -0.102
C 4.0980 -3.0759 2.2532 -0.111
C 3.4292 0.8591 2.2216 -0.298
C 3.4454 2.1844 1.7954 -0.105
C 3.7457 3.2119 2.6792 -0.086
C 4.0434 2.9187 4.0032 -0.111
C 4.0064 1.6024 4.4450 -0.101
C 3.6902 0.5815 3.5607 -0.102
H 1.8717 -1.1351 -1.1677 -0.133
H 5.7444 0.8653 1.2734 0.087
H 8.0438 0.5972 0.4363 0.095
H 8.5701 -1.1829 -1.1958 0.092
H 6.7805 -2.6995 -1.9715 0.094
H 4.4825 -2.4398 -1.1246 0.102
H 0.8662 -2.1145 2.2793 0.078
H 0.6733 -4.1632 3.6531 0.099
H 2.6829 -5.5462 4.0902 0.092
H 4.8740 -4.8476 3.1826 0.094
H 5.0642 -2.7727 1.8669 0.092
H 3.2109 2.4114 0.7607 0.114
H 3.7508 4.2392 2.3365 0.102
H 4.3211 3.7133 4.6873 0.090
H 4.2451 1.3765 5.4791 0.093
H 3.6469 -0.4463 3.9061 0.097
S -2.5365 0.0770 1.6379 0.628
C -4.0360 0.0185 0.7417 -0.698
C -5.1948 -0.4333 1.3862 -0.144
C -6.3933 -0.5269 0.7000 -0.117
C -6.4675 -0.1653 -0.6391 -0.129
C -5.3318 0.3145 -1.2765 -0.111
C -4.1285 0.4129 -0.5973 -0.133
H -5.1278 -0.7137 2.4295 0.089
H -7.2795 -0.8869 1.2100 0.092
H -7.4027 -0.2567 -1.1776 0.086
H -5.3894 0.6207 -2.3146 0.095
H -3.2432 0.7944 -1.0910 0.079
```

Its total charge is -1. The total energy is -123358.0674 eV. As for the LUMO energy (spin up / spin down): 1.87 / 1.87 eV. As for the HOMO energy (spin up / spin down): -0.164 / -0.164 Ha.

***

The following is a quantum chemistry calculation of C39H32I2InN12O3S as an isolated structure, from OMol25.

The geometry in XYZ format:
```
90
Properties=species:S:1:pos:R:3:mulliken_spin:R:1
In -0.0940 -0.6878 1.3081 0.454
I -2.6989 6.3168 3.6542 0.000
C -2.3965 4.4381 2.7491 0.012
C -3.3872 3.4702 2.8218 -0.005
C -3.1600 2.2477 2.2221 0.021
I -4.6052 0.7259 2.3170 0.001
C -1.9740 1.9397 1.5100 0.000
O -1.7982 0.8190 0.8987 0.133
C -0.9802 2.9479 1.4970 -0.005
C 0.3301 2.6163 0.8399 0.019
N 1.0199 1.5004 1.5062 0.152
C 1.3709 1.7543 2.8909 0.010
C 0.3931 1.1394 3.8784 -0.020
C 0.4254 1.5251 5.2157 0.004
C -0.4584 0.9432 6.1051 0.000
C -1.3860 0.0291 5.6268 0.000
C -1.3401 -0.3104 4.2872 -0.001
N -0.4564 0.2200 3.4399 0.009
C -1.1996 4.1734 2.1006 -0.006
H -4.3143 3.6584 3.3453 0.000
H 0.1666 2.2798 -0.1855 -0.003
H 0.9537 3.5216 0.8105 0.004
H 1.8256 1.2223 0.9598 -0.086
H 2.3597 1.3382 3.1016 0.002
H 1.4134 2.8313 3.0931 0.000
H 1.1439 2.2648 5.5470 0.001
H -0.4288 1.2014 7.1557 0.000
H -2.1197 -0.4208 6.2813 0.000
H -2.0140 -1.0438 3.8656 0.010
H -0.4254 4.9310 2.0591 0.000
O -0.3561 -2.0000 3.2146 0.034
N 0.7401 -2.2632 3.8704 0.010
C 0.7971 -2.0140 5.2001 -0.001
C 1.9103 -2.2996 5.9461 0.008
C 3.0315 -2.8370 5.3112 -0.001
C 2.9866 -3.0522 3.9543 -0.005
C 1.8317 -2.7627 3.2127 -0.001
S 1.7042 -2.9890 1.5353 0.133
H -0.1063 -1.5934 5.6130 -0.002
H 1.8972 -2.1160 7.0104 0.000
H 3.9205 -3.0760 5.8791 0.000
H 3.8307 -3.4620 3.4199 0.002
C 4.0339 -2.6737 -2.0582 0.000
N 3.7397 -1.4734 -1.2944 0.001
C 2.5621 -0.9831 -0.8868 0.061
N 2.7565 0.0990 -0.1551 -0.007
C 4.1078 0.2219 -0.1451 0.004
N 4.7394 -0.7029 -0.8295 0.002
C 2.9447 -3.0029 -3.0593 0.001
C 2.3270 -4.2452 -3.0417 -0.001
C 1.2548 -4.5124 -3.8743 0.001
C 0.7536 -3.5334 -4.7080 0.000
C 1.3640 -2.2831 -4.7541 0.001
C 2.4803 -2.0253 -3.9489 -0.001
C 0.7304 -1.1491 -5.4472 0.000
N 1.2621 -0.1760 -6.1131 0.000
N 0.2877 0.7888 -6.2571 0.000
C -0.7780 0.3461 -5.6707 -0.001
O -0.5735 -0.9031 -5.1730 0.000
C -1.9505 1.0914 -5.2114 0.000
C -2.1526 2.4332 -5.5269 0.000
C -3.0832 3.1631 -4.8051 0.000
C -3.7519 2.5954 -3.7272 0.000
C -3.5635 1.2567 -3.4170 0.000
C -4.1584 0.6225 -2.1785 0.000
N -3.2471 -0.3582 -1.6397 0.014
C -1.9412 -0.2314 -1.4635 -0.049
N -1.4283 -1.3576 -1.0385 0.058
C -2.5143 -2.1811 -0.9440 0.025
N -3.6401 -1.6124 -1.3228 0.003
C -2.7113 0.5008 -4.2091 0.000
H 4.1636 -3.5019 -1.3602 0.001
H 4.9813 -2.4811 -2.5603 0.000
H 1.5965 -1.4047 -1.1252 -0.012
H 4.6378 1.0053 0.3728 0.000
H 2.6849 -5.0053 -2.3577 0.001
H 0.7752 -5.4813 -3.8342 0.000
H -0.1284 -3.7223 -5.3061 0.000
H 2.9369 -1.0431 -3.9807 0.000
H -1.5526 2.9020 -6.2951 0.000
H -3.2419 4.2071 -5.0410 0.000
H -4.4140 3.2012 -3.1198 0.000
H -5.0839 0.0859 -2.3833 -0.001
H -4.3789 1.3896 -1.4335 0.000
H -1.3843 0.6669 -1.6712 -0.005
H -2.4576 -3.2074 -0.6205 0.003
H -2.5692 -0.5481 -3.9941 0.000
N 1.7950 2.0541 -2.4919 -0.002
C 0.7024 1.7582 -2.2238 0.021
H 2.7341 2.2823 -2.7436 0.001
```

Its total charge is 0. Its spin multiplicity is 2. Its relative energy (zero: lowest compared OMol25 entry of this formula, charge and spin) is 65.5 kcal per mole. The total energy is -97192.7581 eV. As for the LUMO energy (spin up / spin down): 0.19 / -0.26 eV. Its expectation value of S² is 0.754. As for the HOMO energy (spin up / spin down): -0.217 / -0.270 Ha.